[1]
Here is 14 unconnected molecules or ions with the total composition C6H39NO14 from OMol25. Energies are from the ωB97M-V functional and the def2-TZVPD basis.

Results
HOMO energy, eV: -9.27
Kohn-Sham gap, Ha: 0.338
Multiplicity: 1
Total energy, Ha: -1359.93314

Each line ends with the natural charge from an NBO analysis.
Geometry (Å):
O 3.622623 -0.153668 -0.257990  -0.551
C 2.669155 0.325111 -0.878052  0.451
C 1.394656 -0.500440 -1.343612  -0.348
N 0.165987 -0.383667 -0.395575  -0.688
C -0.740606 -1.606384 -0.625419  -0.236
C -2.280424 -1.199516 -0.498368  -0.241
C -3.096948 -1.615230 -1.676688  -0.644
C -2.800954 -1.595844 0.896684  -0.633
H 2.620736 1.352854 -1.099611  0.121
H 1.090798 -0.064005 -2.312420  0.214
H 1.778988 -1.487887 -1.223746  0.224
H -0.359210 0.399110 -0.503965  0.390
H -0.657026 -2.346688 0.235691  0.218
H -0.599936 -2.137276 -1.700134  0.195
H -2.224574 -0.037306 -0.227241  0.204
H -3.994039 -0.962173 -1.538173  0.214
H -2.586780 -1.530878 -2.688706  0.230
H -3.240042 -2.721140 -1.739853  0.224
H -3.803073 -1.176432 1.243568  0.209
H -2.199531 -1.343933 1.744036  0.207
H -3.025314 -2.681174 0.848108  0.214
H 1.886942 -3.137302 -2.438072  0.453
H 2.773423 -3.586573 -1.471798  0.477
O 2.299070 -3.964976 -2.138359  -0.945
H -2.718603 1.209887 1.375859  0.506
H -1.485447 0.577405 2.059127  0.482
O -1.862075 1.341873 1.798899  -0.941
H 2.870350 -2.546031 0.650989  0.488
H 4.211402 -2.553401 -0.051827  0.497
O 3.289772 -2.900766 -0.037188  -0.958
H -1.453435 2.968779 -0.682183  0.475
H -1.001685 2.165542 0.544816  0.527
O -0.675375 2.506273 -0.367674  -1.028
H -2.476928 4.407041 1.661034  0.498
H -1.481018 4.580934 0.458929  0.494
O -2.291837 4.191693 0.701179  -0.986
H 1.276829 1.692285 2.159905  0.470
H 1.953647 3.132662 2.419495  0.472
O 1.272865 2.566821 2.616619  -0.941
H 3.254635 -3.115036 2.961689  0.489
H 1.706239 -2.410178 3.399348  0.537
O 2.358470 -2.938103 2.800063  -1.026
H 0.505182 -0.878888 1.614197  0.508
H 0.815176 0.057823 2.745903  0.451
O 0.616291 -0.835022 2.622013  -0.974
H 1.171495 -3.739323 0.625356  0.465
H 1.084841 -4.796011 -0.514591  0.492
O 0.589387 -4.514800 0.313812  -0.962
H -0.330200 1.537948 -2.665409  0.458
H -1.598535 1.415878 -2.128831  0.468
O -0.942255 0.885423 -2.631426  -0.920
H 0.603017 3.739025 -1.177890  0.498
H 1.521013 4.940082 -1.455685  0.457
O 0.690836 4.687156 -1.585179  -0.967
H -3.869420 1.514688 -1.477261  0.493
H -3.691022 2.634650 -0.292770  0.504
O -3.753506 1.652821 -0.483713  -0.985
H 3.554378 2.703711 1.391126  0.484
H 4.189543 3.225034 -0.029173  0.486
O 3.402053 3.047544 0.450141  -0.968

Forces on atoms 1 to 6 (eV/Å):
O -1.79 1.03 -1.32
C -0.23 -2.57 1.49
C -0.33 2.34 2.04
N 3.07 -5.34 0.07
C -1.01 -0.44 -0.27
C 2.96 3.10 2.27

---

[2]
Here is 14 unconnected molecules or ions with the total composition C6H39NO14 from OMol25. Energies are from the ωB97M-V functional and the def2-TZVPD basis.

Results
HOMO energy, eV: -9.63
Kohn-Sham gap, Ha: 0.361
Multiplicity: 1
Total energy, Ha: -1360.15909

Each line ends with the natural charge from an NBO analysis.
Geometry (Å):
O 1.210572 -0.425854 3.022159  -0.588
C 0.066549 -0.494831 2.626656  0.457
C -0.325276 -0.689358 1.179510  -0.160
C -0.794637 0.658471 0.642657  -0.411
C -2.089691 1.210844 1.234942  -0.245
C -3.293285 0.681990 0.450620  -0.607
C -2.126992 2.783723 1.163948  -0.601
N 0.803449 -1.162156 0.356040  -0.884
H -0.741836 -0.344402 3.352538  0.143
H -1.043137 -1.502646 1.074941  0.222
H 0.008535 1.383223 0.824684  0.224
H -0.828249 0.623790 -0.449549  0.211
H -2.260637 0.995272 2.282666  0.229
H -4.240567 0.642597 0.981517  0.224
H -3.474587 1.298522 -0.427894  0.204
H -3.048624 -0.306678 0.058900  0.191
H -2.193532 3.198095 2.170207  0.203
H -3.044095 3.102599 0.675588  0.208
H -1.233306 3.157426 0.678989  0.208
H 1.145223 -2.045070 0.721846  0.401
H 1.567992 -0.495390 0.301053  0.369
H -3.676454 -1.456667 3.590808  0.484
H -3.338437 -1.627352 1.977313  0.515
O -3.242020 -1.130206 2.805393  -1.005
H 2.517296 0.752203 -2.855685  0.519
H 3.066538 -0.249397 -3.910286  0.490
O 2.699960 -0.217131 -3.022680  -1.016
H -0.981742 1.581316 -2.667374  0.495
H -0.341722 2.397606 -1.522356  0.466
O -0.791454 2.507514 -2.367052  -0.986
H -2.490104 -1.014374 -2.015688  0.504
H -1.691962 -2.220452 -1.533512  0.468
O -2.572731 -1.966364 -1.823802  -0.958
H 3.537979 -0.152749 -1.422015  0.510
H 4.506328 0.868689 -0.814058  0.488
O 3.813136 0.248395 -0.568319  -0.996
H 2.155344 2.036307 0.490824  0.527
H 2.278783 3.652369 0.282303  0.495
O 1.764989 2.859969 0.128353  -0.999
H -2.996235 -2.757399 -0.047748  0.499
H -3.753993 -3.943620 0.526019  0.483
O -3.366488 -3.105782 0.796870  -0.983
H 2.182310 2.455775 -1.535564  0.507
H 1.451643 2.715627 -2.860298  0.504
O 2.275051 2.356945 -2.516564  -1.000
H -0.534706 -0.486711 -3.175430  0.514
H -1.474656 0.094849 -4.351315  0.492
O -1.343128 0.015719 -3.403952  -1.005
H 2.455569 1.498970 2.938502  0.490
H 3.493724 0.827192 1.993448  0.499
O 2.923845 1.600220 2.108025  -0.995
H 3.948768 -0.754808 0.886457  0.496
H 3.099674 -1.008142 2.190406  0.491
O 3.999442 -0.919597 1.835656  -0.984
H 1.376108 -4.524176 2.048178  0.486
H 1.626346 -4.367289 0.512215  0.482
O 1.121516 -4.020669 1.263423  -0.957
H 1.341518 -1.328486 -2.743357  0.503
H 0.394331 -1.697179 -1.583728  0.495
O 0.501766 -1.791279 -2.555432  -1.013

Forces on atoms 1 to 6 (eV/Å):
O -0.09 -0.35 -0.27
C 0.03 0.14 0.48
C 1.22 -0.47 -0.71
C 0.20 0.48 0.49
C -1.04 1.53 -0.52
C 0.24 -0.39 -0.51

---

[3]
Here is a molecular structure, C6H3BF12N2O3Yb from OMol25. Energies are from the ωB97M-V functional and the def2-TZVPD basis.

Results
HOMO energy, eV: -17.84
Kohn-Sham gap, Ha: 0.260
Multiplicity: 1
Charge: +2
Total energy, Ha: -2946.65648

Each line ends with the natural charge from an NBO analysis.
Geometry (Å):
N 1.618009 1.393961 0.719597  -1.108
B 0.761049 0.964373 -0.480085  1.246
O 0.515443 2.026966 -1.516825  -0.850
N 0.135815 -0.445130 -0.613746  -0.784
C -1.132684 -0.524599 0.261746  0.849
O -2.060008 -1.414252 -0.190817  -0.367
O -1.261409 0.264119 1.496309  -0.519
C -2.309802 1.291296 1.403080  0.854
F -3.331446 0.967955 2.452530  -0.277
F -2.939537 1.429918 0.069472  -0.276
C -1.752294 2.818147 1.796323  0.914
F -1.392295 3.486553 0.509900  -0.308
F -0.664359 2.802679 2.801136  -0.382
F -2.882532 3.624793 2.381180  -0.262
C 1.150060 -1.490511 -0.204644  0.793
F 1.181702 -1.614418 1.272870  -0.334
F 2.562733 -1.144655 -0.614926  -0.327
C 0.872081 -2.995776 -0.806906  0.580
F -0.198574 -3.752720 -0.108924  -0.276
F 2.143679 -3.773148 -0.558534  -0.295
C 0.670417 -3.028118 -2.455283  0.933
F -0.729714 -3.350385 -2.828943  -0.284
F 1.209072 -1.821756 -3.141807  -0.323
F 1.503643 -4.181766 -2.962915  -0.295
H 2.564497 1.613518 0.289047  0.406
H 1.243482 2.255747 1.174400  0.218
H 0.231416 1.481561 -2.332176  0.545
Yb 2.291563 3.115649 2.188943  1.930

Forces on atoms 1 to 6 (eV/Å):
N 1.00 1.23 0.09
B -1.56 1.89 -3.37
O 0.63 -5.27 2.19
N 1.39 1.28 3.20
C -5.43 -6.66 -3.77
O 6.73 7.04 4.04

---

[4]
Here is a molecular structure, C6H3F5IN2O2S4TcTe from OMol25. Energies are from the ωB97M-V functional and the def2-TZVPD basis.

Results
HOMO energy (spin up / spin down), eV: -11.58 / -12.40
Kohn-Sham gap (spin up / spin down), Ha: 0.258 / 0.218
<S²>: 3.7706
Multiplicity: 4
Charge: +1
Total energy, Ha: -3228.78804

Each line ends with the Mulliken charge.
Geometry (Å):
Tc -0.029380 -0.641253 -0.350857  0.716
O 0.657642 -1.229443 6.348800  -0.411
C 0.521471 -1.075128 5.184786  0.574
S 1.878125 -0.649560 4.075321  -0.045
C 0.940456 -0.632094 2.654549  0.261
C -0.432643 -0.930029 2.768853  0.349
S -1.493009 -0.936059 1.446464  -0.108
S -1.038267 -1.298074 4.324726  -0.038
S 1.701173 -0.277960 1.159224  -0.171
I -1.413118 4.507638 -3.327449  0.234
C -0.758321 3.234346 -1.863986  -0.679
C -0.088483 3.560241 -0.699772  -0.051
N 0.147816 2.423454 -0.037366  -0.157
N -0.337882 1.364280 -0.705424  0.281
C -0.888988 1.850395 -1.828707  -0.431
H 0.231003 4.513025 -0.312696  0.472
H 0.635866 2.280080 0.835697  0.140
H -1.349870 1.188998 -2.544597  0.538
F 1.122468 -0.927206 -2.257659  -0.504
Te 0.190856 -2.623345 -2.428381  2.168
F -0.916502 -4.027335 -2.707705  -0.342
F 1.719336 -3.467417 -2.901056  -0.343
F -1.288043 -1.402487 -2.074039  -0.498
F -0.041843 -2.125352 -4.154363  -0.328
O 0.330138 -2.679715 -0.604362  -0.629

Forces on atoms 1 to 6 (eV/Å):
Tc 0.19 -0.41 0.82
O -0.01 0.10 -0.06
C 0.05 -0.21 0.13
S 0.02 0.02 0.16
C -0.28 -0.09 0.09
C 0.33 0.08 0.04

---

[5]
Here is C6H3N in the gas phase from OMol25. Energies are from the ωB97M-V functional and the def2-TZVPD basis.

Results
HOMO energy, eV: -8.88
Kohn-Sham gap, Ha: 0.318
Multiplicity: 1
Total energy, Ha: -284.87656
SMILES: C=C=N[C@]12C3=C1[C@@H]32

Each line ends with the natural charge from an NBO analysis.
Geometry (Å):
C -0.713730 1.603531 1.468415  -0.589
C -0.029441 1.152175 0.509028  0.467
N 0.795955 0.822018 -0.347094  -0.449
C 0.718513 -0.360174 -0.989254  0.136
C -0.442901 -1.554986 -1.854064  -0.046
C 0.844024 -1.004603 -2.212752  -0.067
C 0.198065 -1.609967 -0.588866  -0.223
H -0.315377 1.288825 2.551789  0.269
H -1.592318 2.082053 1.294954  0.251
H 0.537209 -2.418871 0.167844  0.249

Forces on atoms 1 to 6 (eV/Å):
C 1.76 -1.53 4.51
C 2.37 -0.87 -2.01
N -0.30 1.53 -0.05
C -0.44 -1.52 1.31
C -1.28 -0.74 0.16
C 1.13 0.65 -0.98

---

[6]
Here is C6H3NOS in the gas phase from OMol25. Energies are from the ωB97M-V functional and the def2-TZVPD basis.

Results
HOMO energy, eV: -9.94
Kohn-Sham gap, Ha: 0.338
Multiplicity: 1
Total energy, Ha: -758.54938
SMILES: N#Cc1ccc(C=O)s1

Each line ends with the natural charge from an NBO analysis.
Geometry (Å):
N -2.709684 -1.455613 -2.205364  -0.274
C -1.942698 -1.070478 -1.405753  0.247
C -1.074898 -0.668675 -0.315238  -0.260
C -0.986124 -1.059974 0.926165  -0.224
C 0.017412 -0.380361 1.594351  -0.205
C 0.769358 0.401896 0.804952  -0.335
C 1.906701 1.281522 1.302196  0.405
O 2.896790 1.482175 0.550106  -0.494
S 0.201084 0.488806 -0.790140  0.518
H -1.556146 -1.822858 1.168804  0.236
H 0.335631 -0.474051 2.769234  0.237
H 1.658144 1.784327 2.300861  0.150

Forces on atoms 1 to 6 (eV/Å):
N 1.91 1.04 1.71
C -1.71 -1.21 -0.61
C 0.63 2.07 -5.34
C 1.42 1.58 0.32
C 1.86 -0.40 4.86
C 1.33 1.74 0.59

---

Number 1: F_max 7.17 eV/A. Number 2: F_max 1.93 eV/A. Number 3: F_max 10.54 eV/A. Number 4: F_max 0.94 eV/A. Number 5: F_max 5.08 eV/A. Number 6: F_max 5.76 eV/A.